[1]
Density functional theory data (wB97M-V/def2-TZVPD) for C16H20N4O3S in the gas phase.

Results
Lowest unoccupied orbital energy (eV): 0.491
Frontier orbital gap (eV): 9.10
SMILES string: CCCc1nnc(NC(=O)CCC(=O)Nc2ccccc2OC)s1

The geometry in ORCA input format:
```
! wB97M-V def2-TZVPD RIJCOSX def2/J DEFGRID3
* xyz 0 1
C -5.56702 -2.43165 1.21056
C -6.33847 -1.28327 0.57398
C -5.87107 -1.01383 -0.86080
C -4.45935 -0.56305 -0.90177
N -3.51279 -1.18992 -1.49987
N -2.32050 -0.61024 -1.40482
C -2.34387 0.48362 -0.72075
N -1.24631 1.25868 -0.48873
C -1.30123 2.39425 0.26064
O -2.32902 2.79576 0.76405
C 0.03227 3.10287 0.40284
C 1.01304 2.33478 1.29776
C 1.75814 1.23412 0.55054
O 1.45086 0.85209 -0.56131
N 2.79117 0.72080 1.25580
C 3.65274 -0.29317 0.77626
C 3.88689 -1.41961 1.54672
C 4.70765 -2.43153 1.08064
C 5.28547 -2.31481 -0.16960
C 5.07645 -1.18446 -0.94101
C 4.27562 -0.14707 -0.47480
O 4.07716 1.03040 -1.11623
C 4.55063 1.16951 -2.43394
S -3.92447 0.91376 -0.10077
H -4.50310 -2.20822 1.23795
H -5.91006 -2.60396 2.22810
H -5.70514 -3.34603 0.63817
H -7.40377 -1.52181 0.55748
H -6.20544 -0.37597 1.16772
H -6.50274 -0.24076 -1.30610
H -5.95190 -1.92163 -1.46078
H -0.33819 0.93700 -0.84073
H -0.16756 4.08253 0.83793
H 0.47535 3.23260 -0.58629
H 1.75128 3.03170 1.70062
H 0.47869 1.88893 2.14117
H 2.89109 0.97845 2.22677
H 3.41107 -1.50280 2.51305
H 4.88242 -3.30710 1.68571
H 5.91417 -3.10479 -0.55125
H 5.55296 -1.11134 -1.90533
H 4.20811 2.14827 -2.76562
H 5.64474 1.13646 -2.47378
H 4.13404 0.40044 -3.09020
*
```

Results of the natural (NBO) charge analysis, in e, for atoms 1 through 2:
1. C -0.61
2. C -0.38

[2]
Density functional theory data (wB97M-V/def2-TZVPD) for C3H4BF3O6S in the gas phase.

Results
Lowest unoccupied orbital energy (eV): -1.851
Frontier orbital gap (eV): 9.76
SMILES string: O=C(OCB(O)O)S(=O)(=O)C(F)(F)F

The geometry in ORCA input format:
```
! wB97M-V def2-TZVPD RIJCOSX def2/J DEFGRID3
* xyz 0 1
O 1.13954 2.32842 0.91967
C 0.98525 1.43954 0.03900
O 2.00909 0.47875 -0.10146
C 1.48686 -0.86025 -0.37015
B 0.82564 -1.61288 0.91149
O 0.92550 -1.19901 2.28241
O 0.09819 -2.85221 0.66535
S -0.56078 1.55769 -0.99761
O -0.30869 1.07265 -2.41145
O -0.97647 3.01484 -1.11085
C -2.00298 0.65275 -0.23106
F -3.25601 1.19408 -0.64460
F -1.90594 0.78629 1.17094
F -1.97255 -0.68404 -0.69220
H 0.76326 -0.91198 -1.26722
H 2.39906 -1.50189 -0.68575
H 1.07089 -0.23133 2.36911
H -0.71986 -2.67140 0.15439
*
```

Results of the natural (NBO) charge analysis, in e, for atoms 1 through 2:
1. O -0.45
2. C 0.54

Number 1: F_max 0.033 Eh/bohr. Number 2: F_max 0.176 Eh/bohr.